# 1
The following is a DFT calculation (ωB97M-V with the def2-TZVPD basis set) of a structure of composition C25H30CoN3O3.

Geometry (Å):
Co 0.1518 -0.4303 -0.6941
O -0.2917 1.0670 -1.8689
O -1.4721 2.9730 -1.8949
O 0.3841 1.3112 0.5744
N -3.8948 -0.1944 1.3710
N 0.5667 -2.2371 0.2317
N 2.0788 -0.7236 -1.3406
C 4.1504 1.2620 1.7642
C 5.3023 2.6232 0.1629
C -3.9091 -2.8798 -1.9181
C 1.6698 -4.1874 -0.1780
C -3.4969 -1.1661 2.3668
C -4.3637 1.0397 1.9649
C -2.8225 -1.1316 -0.6469
C -3.9568 -1.8830 -0.9547
C -1.0026 3.2801 0.8972
C 3.0146 0.2962 -1.7562
C 1.6418 -2.8142 -0.4153
C -1.6669 -1.4281 -1.3426
C -1.5866 -2.4035 -2.3095
C 4.6441 1.9688 -0.8655
C -2.7300 -3.1375 -2.6045
C -0.0881 -3.2434 0.8327
C 0.5549 -4.4642 0.6177
C 5.0556 2.2740 1.4855
C 3.7239 0.9608 -0.5953
C -0.6991 2.1954 -1.3769
C -0.0418 2.5642 -0.0322
C 2.4771 -1.9391 -1.1543
C 3.4902 0.6053 0.7287
C -2.8815 -0.0012 0.3566
C 1.1814 3.4157 -0.3397
H -1.6143 3.9657 0.3135
H -1.8808 0.1255 0.8157
H -0.4620 3.8408 1.6623
H 6.0103 3.4091 -0.0669
H -4.7968 -3.4601 -2.1343
H -1.6552 2.5615 1.3909
H 3.9606 0.9686 2.7891
H -5.2520 0.8410 2.5663
H 3.7654 -0.1090 -2.4443
H 4.8381 2.2540 -1.8940
H 0.2476 -5.4227 1.0035
H -4.3438 -1.4178 3.0060
H -3.1610 -2.0803 1.8757
H 1.7606 3.6035 0.5695
H 3.4576 -2.2640 -1.5062
H 1.2514 1.4259 0.9839
H -2.6779 -0.7958 3.0076
H -3.0915 0.9295 -0.1785
H -2.6895 -3.9102 -3.3617
H 5.5762 2.7778 2.2891
H -4.6323 1.7500 1.1832
H 2.8088 -0.2060 0.9623
H -3.6147 1.5140 2.6218
H 2.3995 -4.8865 -0.5569
H -0.6578 -2.6106 -2.8300
H 1.8253 2.9331 -1.0746
H 0.8536 4.3729 -0.7449
H -0.9842 -3.0587 1.4068
H -4.8705 -1.6729 -0.4127
H 2.4461 1.0495 -2.3083

## Properties
- net charge = 0
- highest occupied orbital energy (alpha / beta) (eV) = -8.08 / -8.04
- 2S+1 = 5
- energy relative to the best compared isomer or geometry (same formula, charge and spin) (kcal per mole) = 0.0
- E (Ha) = -2743.349290

---

# 2
The following is a DFT calculation (ωB97M-V with the def2-TZVPD basis set) of a structure of composition C25H30GeN5Ru.

Geometry (Å):
Ru 0.4816 0.5435 0.6196
Ge 1.2426 3.7686 -0.5612
N -1.0641 -2.4185 -1.1779
N -0.4694 0.7630 -1.0957
N 1.6500 -0.7895 -0.6901
N -0.4342 -3.0015 0.8757
N 0.3124 1.7389 -3.0780
C -1.8584 2.9205 -3.5939
C -1.4904 1.4923 -1.6697
C 1.3632 0.6891 2.6442
C -2.2274 -2.7299 -0.5074
C -3.1752 3.1098 -3.1537
C -3.6366 2.4837 -2.0072
C -0.8345 1.2853 2.2427
C -4.0837 -3.4778 1.3652
C 2.6099 4.4281 0.6852
C -0.7866 -0.1266 2.3965
C 1.5659 4.7231 -2.2584
C 1.4598 -0.2366 -2.0611
C -2.7973 1.6625 -1.2508
C -1.0325 2.1114 -2.8486
C 1.5198 1.8475 -0.7462
C 0.5641 -0.4938 2.6110
C 0.4862 1.7906 2.4076
C -1.8125 -3.1081 0.7743
C -0.5326 4.3286 0.0439
C 1.4007 -2.2457 -0.5503
C -4.4838 -3.0913 0.0757
C 0.7591 1.0985 -1.8330
C -3.5662 -2.7119 -0.8839
C -2.7522 -3.4927 1.7298
C -0.0369 -2.5694 -0.2886
H 1.9283 -2.5822 0.3395
H -1.7164 1.8732 2.0439
H -3.8386 3.7487 -3.7218
H 1.7430 5.7813 -2.0583
H 2.4091 -0.1481 -2.5920
H -0.5284 5.4086 0.2050
H 2.6137 -0.6163 -0.4322
H -1.2880 4.0960 -0.7068
H -0.9996 -2.0445 -2.1051
H 2.4179 0.7477 2.8564
H 0.7993 -0.8758 -2.6388
H -4.6600 2.6373 -1.6897
H 2.6046 1.6760 -0.7786
H 0.6985 4.6544 -2.9182
H -4.8388 -3.7664 2.0845
H -3.8785 -2.4034 -1.8729
H -5.5377 -3.0864 -0.1696
H -1.6110 -0.8126 2.2802
H 0.9111 2.4870 -3.3972
H 0.7667 2.8299 2.3843
H 1.7955 -2.7826 -1.4191
H 2.4652 4.0604 1.7009
H -1.5011 3.4012 -4.4966
H 2.5905 5.5188 0.7119
H -2.4371 -3.7885 2.7221
H -3.1457 1.1767 -0.3472
H 0.9137 -1.5082 2.7208
H 2.4424 4.3315 -2.7796
H 3.6024 4.1157 0.3554
H -0.8178 3.8432 0.9759

## Properties
- net charge = 0
- highest occupied orbital energy (alpha / beta) (eV) = -6.65 / -6.82
- 2S+1 = 2
- energy relative to the best compared isomer or geometry (same formula, charge and spin) (kcal per mole) = 0.0
- E (Ha) = -3416.233190

---

# 3
The following is a DFT calculation (ωB97M-V with the def2-TZVPD basis set) of the molecule C25H30N2O3.

Geometry (Å):
O 6.0774 -0.0775 -0.8041
O -2.1594 -2.1183 -1.8736
O 0.7316 2.3307 -1.0997
N -3.6187 -1.4688 -0.2773
N 4.1580 0.4612 0.2436
C -2.0617 -0.4258 2.0006
C -1.0614 1.6151 2.7671
C -3.0557 0.2929 1.3479
C -0.9507 0.5558 -1.1227
C -0.5250 1.8632 -1.3210
C 3.0962 2.1260 -1.2157
C 1.7875 1.4348 -0.7957
C -4.1165 -2.8205 -0.1124
C -3.1519 1.1344 -1.9145
C 5.1419 -0.4100 -0.0997
C 2.9517 0.0882 0.9553
C -2.2661 0.2017 -1.3964
C -1.4369 2.8076 -1.7983
C 5.0014 -1.7963 0.4495
C 6.0130 -2.8162 0.0156
C 1.8376 1.1019 0.6987
C -3.0412 1.6788 1.4162
C 4.6218 -2.8911 -0.5167
C -1.0707 0.2310 2.7068
C -2.6684 -1.2293 -1.2146
C -2.7294 2.4400 -2.1048
C 4.2240 1.8296 -0.2223
C -5.5264 -2.9782 -0.6738
C -4.1427 -0.4362 0.5969
C -2.0473 2.3370 2.1181
H -2.0428 3.4158 2.1572
H -0.3060 -0.3385 3.2156
H 4.4575 -2.6107 -1.5461
H -3.4293 -3.4752 -0.6531
H 5.1961 1.9577 -0.7008
H 4.1668 2.5009 0.6404
H 2.6233 -0.8965 0.6073
H 3.1473 0.0244 2.0350
H -4.0996 -3.0854 0.9501
H -0.2867 2.1277 3.3177
H -5.8588 -4.0057 -0.5529
H -6.2284 -2.3242 -0.1602
H -1.0948 3.8204 -1.9407
H 1.6592 0.5053 -1.3670
H -4.7983 -0.9307 1.3205
H -4.7494 0.2834 0.0377
H 6.7874 -2.4660 -0.6491
H -3.8078 2.2470 0.9102
H -5.5327 -2.7334 -1.7329
H 4.6158 -1.8600 1.4584
H -3.4141 3.1751 -2.5014
H 6.3369 -3.5513 0.7361
H 2.0037 2.0238 1.2569
H -4.1566 0.8422 -2.1819
H 3.9660 -3.6735 -0.1638
H -0.2867 -0.2105 -0.7554
H 2.9159 3.2005 -1.2544
H -2.0618 -1.5050 1.9489
H 0.8848 0.6867 1.0282
H 3.3809 1.7940 -2.2135

## Properties
- net charge = 0
- highest occupied orbital energy (eV) = -8.66
- SMILES = CCN(Cc1ccccc1)C(=O)c1cccc(OC2CCN(C(=O)C3CC3)CC2)c1
- energy relative to the best compared isomer or geometry (same formula, charge and spin) (kcal per mole) = 29.8
- E (Ha) = -1305.881147

---

# 4
The following is a DFT calculation (ωB97M-V with the def2-TZVPD basis set) of the molecule C25H30N2O4.

Geometry (Å):
O -0.9521 -2.7277 1.6791
O -0.8575 0.8601 0.5873
O -3.0153 1.0603 0.2411
O -5.3225 2.7979 -0.0884
N 0.0321 -2.1662 -0.2679
N 2.2812 -0.8552 -0.4085
C -1.9044 0.2873 0.4088
C -4.1348 3.5107 0.1953
C 3.1250 1.4420 -0.1898
C 1.2086 -2.9637 0.0241
C 3.4879 -0.0489 -0.2159
C -5.7587 -1.3379 -0.2339
C -6.6135 0.8952 -0.3351
C 2.4462 -2.2818 -0.5729
C -5.3518 1.4466 -0.1179
C 5.3277 0.4390 1.4361
C 4.0869 -0.4055 1.1544
C 4.3609 2.2923 0.1030
C 4.9476 1.9161 1.4596
C -2.0976 -1.1592 0.3428
C 5.7868 0.5835 -1.0114
C 6.3696 0.1921 0.3457
C -4.4772 -0.8253 -0.0178
C 0.1447 -1.3877 -1.4717
C 5.4033 2.0615 -0.9896
C -3.3343 -1.6694 0.1604
C -4.2665 0.5632 0.0377
C -0.9390 -2.0707 0.6541
C 4.5525 -0.2689 -1.3063
C 1.2761 -0.3535 -1.3259
C -6.8174 -0.4735 -0.3934
H -4.4313 4.5591 0.1970
H 3.3261 -2.6340 -0.0391
H 5.8276 2.5281 1.6709
H 4.1405 0.0012 -2.2822
H 4.2127 2.0984 2.2460
H 2.3603 1.6104 0.5695
H 4.0690 3.3487 0.1107
H 0.3536 -2.0765 -2.2991
H -5.8968 -2.4068 -0.2701
H 7.2667 0.7820 0.5472
H 2.5639 -2.5679 -1.6336
H 3.3267 -0.2368 1.9181
H 6.5368 0.4120 -1.7932
H -3.4809 -2.7403 0.1449
H 0.8532 0.5565 -0.9004
H 1.6796 -0.1338 -2.3317
H 4.8397 -1.3222 -1.3432
H 6.6578 -0.8619 0.3374
H 4.9978 2.3562 -1.9605
H 6.2886 2.6721 -0.7977
H -3.3722 3.3500 -0.5692
H 5.7438 0.1516 2.4087
H 1.0861 -3.9746 -0.3844
H -0.7984 -0.8836 -1.6858
H -7.4355 1.5826 -0.4548
H 4.3672 -1.4589 1.1907
H -7.8123 -0.8549 -0.5614
H 2.7222 1.7479 -1.1562
H 1.2887 -3.0341 1.1107
H -3.7276 3.2465 1.1729

## Properties
- net charge = 0
- highest occupied orbital energy (eV) = -8.11
- SMILES = COc1cccc2cc(C(=O)N3CCN([C@]45C[C@H]6C[C@H](C[C@H](C6)C4)C5)CC3)c(=O)oc12
- energy relative to the best compared isomer or geometry (same formula, charge and spin) (kcal per mole) = 11.5
- E (Ha) = -1381.148614

---

# 5
The following is a DFT calculation (ωB97M-V with the def2-TZVPD basis set) of the molecule C25H30N2O5S at a distorted geometry.

Geometry (Å):
S 2.1026 -0.5985 1.9049
O -1.2470 0.3138 -1.9385
O -2.8285 -1.2264 -2.3518
O 0.8732 0.0894 2.1579
O -5.7158 0.2762 -1.7995
O 3.0075 -0.8299 2.9897
N 1.7862 -2.1395 1.3074
N -3.7969 1.2825 -1.1317
C 2.9589 0.1709 0.5563
C 6.5489 0.8885 -0.0682
C 5.1860 0.8215 -0.3675
C 7.4431 1.4382 -0.9666
C -2.0731 2.9098 0.7307
C -1.2479 -3.2494 -1.3449
C -4.2974 1.8797 0.0926
C 0.7720 -2.5013 0.4422
C -5.0159 1.3351 2.4540
C 4.2823 0.2418 0.6119
C 6.9930 1.9267 -2.1825
C -1.6628 -0.8238 -1.8499
C -1.9678 1.9347 1.8988
C -0.9372 -1.9071 -1.1491
C -2.4961 -0.3785 2.7145
C -3.6706 -0.2555 -2.9720
C -2.6988 0.6290 1.5866
C -0.5403 -4.2100 -0.6452
C -4.5231 0.4634 -1.9023
C 0.0683 -1.5338 -0.2640
C 5.6436 1.8620 -2.4943
C 4.7460 1.3160 -1.5978
C -4.1822 0.8754 1.2600
C 0.4578 -3.8469 0.2405
C -3.5347 3.1742 0.3700
H 2.3276 0.5485 -0.2250
H 2.2338 -2.8727 1.8311
H -3.5935 3.8186 -0.5103
H -5.3584 2.0954 -0.0811
H -5.0599 0.5539 3.2074
H -2.8008 1.3519 -1.2940
H 6.9001 0.5095 0.8803
H -3.0206 -1.3080 2.5008
H 3.6989 1.2679 -1.8518
H -1.4336 -0.5889 2.8136
H -2.3864 2.3889 2.7984
H -3.0638 0.4675 -3.5269
H -4.0229 3.6943 1.1948
H 8.4933 1.4863 -0.7202
H -2.2371 0.1990 0.6903
H -1.5394 2.4982 -0.1292
H -1.5897 3.8547 0.9883
H 1.0004 -4.6045 0.7870
H 0.2635 -0.4873 -0.1020
H -4.6063 2.2309 2.9109
H -2.0288 -3.5258 -2.0341
H -6.0327 1.5486 2.1312
H 4.7442 -0.1697 1.5012
H 5.2916 2.2406 -3.4423
H 7.6908 2.3558 -2.8858
H -4.3264 -0.8115 -3.6422
H -2.8537 0.0167 3.6616
H -0.7696 -5.2555 -0.7858
H -0.9206 1.7024 2.0993
H -4.6138 -0.0691 0.9060

## Properties
- net charge = 0
- highest occupied orbital energy (eV) = -8.88
- SMILES = C[C@@H]1[C@H](C)CCC[C@H]1NC(=O)COC(=O)c1cccc(NS(=O)(=O)/C=C/c2ccccc2)c1
- energy relative to the best compared isomer or geometry (same formula, charge and spin) (kcal per mole) = 1.6
- E (Ha) = -1854.583030

---

# 6
The following is a DFT calculation (ωB97M-V with the def2-TZVPD basis set) of the molecule C25H30N4O5 at a distorted geometry.

Geometry (Å):
O -0.8630 -0.3279 -1.0790
O 3.0326 0.3068 -2.1898
O 1.1221 1.0222 3.3816
O -1.7611 -2.2413 0.9716
O 5.2448 0.4242 -1.5557
N -5.0296 -0.8445 -0.8471
N -2.8910 -1.2884 -1.4536
N 0.1554 1.1067 1.3373
N 0.2987 -1.8493 1.7826
C -0.6905 3.8924 -0.4931
C -0.9152 -3.7031 -1.2013
C 0.4381 0.5230 2.5093
C 1.6968 -2.1800 1.9411
C 2.6562 -1.4443 1.0286
C -4.3920 1.6021 0.2690
C 4.9534 -0.7636 0.6036
C -1.5366 -1.2582 -1.4820
C 3.9917 -1.3771 1.4006
C -5.7014 1.1427 0.2808
C -0.9205 -2.4843 -2.1336
C -3.4041 0.8239 -0.3042
C 1.2418 2.4998 -0.3954
C 3.1867 -0.2891 -0.9651
C 4.5263 -0.2255 -0.5856
C 2.2320 -0.8841 -0.1775
C 0.0175 -3.5073 -0.0055
C 0.6030 2.4389 1.0014
C -3.7749 -0.4062 -0.8433
C -0.2196 -0.8503 2.6957
C -5.9621 -0.0887 -0.2968
C 0.7456 3.8100 -1.0005
C -0.5718 3.4468 0.9646
C -0.5636 -2.4773 0.9530
C 4.3095 0.7855 -2.5492
H 0.8782 1.6624 -0.9914
H 1.3172 2.7148 1.7817
H -1.4835 -2.7236 -3.0381
H -2.3797 1.1483 -0.3398
H -1.3148 3.1975 -1.0564
H -1.9245 -3.8885 -0.8289
H -4.1431 2.5614 0.6996
H 4.2787 1.8837 -2.6450
H 5.9859 -0.7087 0.9039
H 1.0071 -3.2096 -0.3489
H 1.8341 -3.2591 1.8040
H 0.8099 3.8150 -2.0876
H 4.2981 -1.8098 2.3406
H 1.9679 -1.9484 2.9755
H -6.4949 1.7250 0.7214
H -3.3550 -2.1382 -1.7486
H -1.2950 -0.7718 2.5151
H 1.1994 -0.8817 -0.4808
H -0.3427 4.3019 1.6003
H 0.1072 -4.4518 0.5392
H -0.5899 -4.5760 -1.7706
H -0.0492 -1.1654 3.7310
H -1.1161 4.8906 -0.5885
H 4.6096 0.3475 -3.5143
H 1.3252 4.6499 -0.6134
H -6.9640 -0.4967 -0.3265
H 2.3275 2.4423 -0.3475
H 0.1046 -2.2366 -2.4177
H -1.4867 2.9885 1.3385
H -0.3669 0.6031 0.6307

## Properties
- net charge = 0
- highest occupied orbital energy (eV) = -8.07
- SMILES = O=C(CCCC(=O)N(CC(=O)NC1CCCC1)Cc1ccc2c(c1)OCO2)Nc1ccccn1
- energy relative to the best compared isomer or geometry (same formula, charge and spin) (kcal per mole) = 38.4
- E (Ha) = -1565.951062

---

# 7
The following is a DFT calculation (ωB97M-V with the def2-TZVPD basis set) of the molecule C25H30N4O6.

Geometry (Å):
O 3.2695 -3.6791 -1.5199
O -1.5631 2.5507 0.2620
O -6.8338 -2.4622 0.0225
O 2.7435 2.9202 0.1326
O 3.7937 -1.4487 2.4038
O 2.2200 1.1107 -2.0520
N 3.5928 -2.4967 0.3993
N -2.5878 0.6977 -0.5279
N -5.6636 0.0831 0.3355
N 1.6068 -2.3327 -0.8136
C 1.8805 -0.9558 1.1061
C 2.9478 3.6947 1.2870
C -7.5280 -1.2926 -0.3444
C 5.0883 -0.4809 -0.5238
C -6.5623 -0.1834 -0.7702
C 0.3449 0.8338 1.5554
C -0.3890 0.4901 0.4173
C 4.6613 1.5400 0.6998
C 5.7192 -1.8417 -0.6292
C -4.8910 1.2980 0.2351
C 1.1532 -1.2946 -0.0384
C 3.2600 0.9929 -1.1721
C 5.0186 -2.7938 0.3683
C 4.0399 -0.1408 -1.3671
C -4.9281 -1.1167 0.6753
C 3.5614 1.8436 -0.0934
C -5.9370 -2.1971 1.0750
C 5.4084 0.3925 0.5014
C -3.8160 1.3739 -0.8730
C 2.8612 -2.8864 -0.7041
C 3.1464 -1.6347 1.3966
C 1.4614 0.1091 1.9022
C 0.0078 -0.5772 -0.3727
C -1.5572 1.3528 0.0567
C 1.4863 2.3129 -2.1578
H 5.5921 -2.2320 -1.6391
H 3.7786 -0.7792 -2.1983
H 6.2240 0.1696 1.1714
H 1.1000 -2.5803 -1.6532
H -4.3387 -1.5020 -0.1777
H -0.5195 -0.8246 -1.2826
H -8.1861 -1.5730 -1.1683
H 2.9144 3.0822 2.1932
H -2.5738 -0.3086 -0.5573
H -3.5538 2.4232 -1.0252
H -8.1306 -0.9354 0.5036
H 2.1246 4.4077 1.3020
H -4.2021 0.9611 -1.8078
H 3.8974 4.2388 1.2477
H -6.4902 -1.8595 1.9635
H -4.2585 -0.9062 1.5113
H 0.8581 2.1833 -3.0396
H 0.8563 2.4862 -1.2836
H 2.1433 3.1717 -2.3052
H 2.0510 0.3518 2.7728
H 6.7824 -1.8074 -0.3923
H -7.1236 0.7232 -1.0021
H 5.1583 -3.8334 0.0707
H -5.4329 -3.1399 1.2940
H -6.0264 -0.5142 -1.6774
H 5.3895 -2.6357 1.3811
H 4.9273 2.1913 1.5162
H -5.6010 2.1130 0.0746
H 0.0235 1.6836 2.1371
H -4.3998 1.4628 1.1982

## Properties
- net charge = 0
- highest occupied orbital energy (eV) = -7.98
- SMILES = COc1ccc(CCn2c(=O)[nH]c3cc(C(=O)NCCN4CCOCC4)ccc3c2=O)cc1OC
- energy relative to the best compared isomer or geometry (same formula, charge and spin) (kcal per mole) = 5.9
- E (Ha) = -1641.168887

---

# 8
The following is a DFT calculation (ωB97M-V with the def2-TZVPD basis set) of a cluster of 2 separate species, C25H30NO3 in total at a distorted geometry.

Geometry (Å):
O -2.4345 4.6606 2.6320
O -1.6461 3.1708 4.1783
O -0.6126 2.7742 1.1869
N 0.1084 5.1838 1.8756
C -1.5233 4.0158 3.1224
C 1.5332 6.6751 3.1969
C 2.2918 5.6808 3.8406
C 1.5224 7.9849 3.7281
C -2.7432 3.3871 5.1543
C -1.1000 8.0811 -0.7728
C 3.0426 5.9925 4.9757
C -0.2262 9.1431 -1.0651
C 0.4033 7.3406 0.9897
C 0.4320 2.2689 1.6464
C 1.2602 8.4163 0.7029
C -2.6619 4.7515 5.8012
C 1.7495 2.3793 0.8793
C 2.3553 1.0257 0.4751
C 3.0353 7.2978 5.4882
C 0.7003 6.3410 2.0273
C -0.1032 4.0994 2.6134
C 2.2890 8.2994 4.8513
C 0.9275 -0.1652 2.2366
C 0.3473 1.1698 2.7049
C -2.5441 2.3251 6.2083
C 2.3131 -0.0197 1.5953
C -4.1169 3.2238 4.5503
C 0.9476 9.3236 -0.3131
C -0.7725 7.1792 0.2388
H 3.6425 5.2127 5.4444
H -1.6893 4.9103 6.2810
H -3.4319 4.7886 6.5813
H -1.4277 6.3381 0.4823
H 1.5685 3.0085 -0.0045
H -0.4600 9.8349 -1.8855
H 2.1812 8.5356 1.2740
H 0.6875 3.6472 3.2416
H 2.3098 9.3253 5.2189
H -0.7096 1.0741 2.9884
H 0.2286 -0.5973 1.5059
H -2.0288 7.9514 -1.3286
H -1.5555 2.4072 6.6699
H 0.9236 8.7541 3.2491
H 3.6177 7.5352 6.3859
H 2.4579 2.9330 1.5154
H 0.9667 -0.8591 3.0814
H -2.8712 5.5532 5.0842
H 2.6188 -0.9916 1.1888
H -3.2964 2.4576 6.9942
H -4.3020 3.9665 3.7681
H 3.0425 0.2495 2.3671
H -4.2629 2.2113 4.1524
H 0.8798 1.5300 3.5991
H -2.6671 1.3209 5.7914
H -4.8487 3.3749 5.3583
H 2.3384 4.6829 3.4162
H 1.7923 0.6519 -0.3918
H 1.6119 10.1610 -0.5190
H 3.3847 1.1742 0.1331

## Properties
- net charge = -1
- highest occupied orbital energy (eV) = -1.46
- E (Ha) = -1251.029889